C25H65N5O10S5 | the ωB97M-V functional and the def2-TZVPD basis

Structure (ORCA input):
```
! RIJCOSX wB97M-V def2-TZVPD def2/J DEFGRID3
* xyz 0 1
S 12.694 -29.215 -0.214
S 14.544 -32.736 0.103
S 14.596 -28.863 5.058
S 17.274 -33.763 5.643
S 9.196 -28.343 4.355
O 12.295 -28.478 1.017
O 9.592 -29.729 3.979
O 18.166 -26.631 0.702
O 10.227 -33.474 7.202
O 15.171 -27.739 4.245
O 13.872 -33.597 1.114
O 12.561 -25.219 8.452
O 15.278 -22.609 4.089
O 17.453 -25.467 8.639
O 15.887 -33.293 5.912
N 15.550 -24.818 3.744
N 10.595 -32.472 5.209
N 14.671 -25.027 9.253
N 18.584 -26.098 6.800
N 16.102 -27.441 1.196
C 13.013 -29.187 4.277
C 7.479 -28.395 4.925
C 12.150 -28.296 -1.670
C 13.774 -25.308 8.289
C 14.353 -24.347 10.482
C 9.817 -32.811 6.263
C 16.946 -25.019 4.026
C 18.190 -25.180 7.703
C 18.042 -28.107 2.539
C 8.398 -32.310 6.198
C 14.352 -25.915 7.042
C 12.018 -32.725 5.176
C 18.684 -23.771 7.544
C 15.457 -30.385 4.727
C 18.199 -27.481 6.863
C 17.499 -33.782 3.856
C 9.882 -27.914 5.987
C 15.884 -33.644 -0.679
C 15.282 -26.672 0.262
C 17.223 -35.538 5.929
C 11.576 -30.623 -0.449
C 13.357 -23.839 3.351
C 15.487 -31.500 0.983
C 14.803 -23.689 3.759
C 17.435 -27.343 1.378
H 17.846 -23.080 7.563
H 17.221 -27.739 6.450
H 7.146 -27.371 5.082
H 12.365 -32.851 4.151
H 10.198 -31.823 4.544
H 7.396 -29.021 5.810
H 7.687 -33.010 6.627
H 12.567 -31.904 5.649
H 10.962 -28.000 5.878
H 9.514 -28.590 6.755
H 17.061 -25.939 4.598
H 17.469 -24.956 3.070
H 19.281 -23.604 6.646
H 13.119 -29.417 3.213
H 12.240 -33.626 5.741
H 17.015 -35.636 6.997
H 16.411 -34.183 0.110
H 14.561 -26.145 0.887
H 18.948 -28.085 6.342
H 6.913 -28.827 4.101
H 15.086 -25.685 3.515
H 14.129 -23.298 10.290
H 16.533 -33.728 3.345
H 19.106 -25.770 6.006
H 15.181 -24.417 11.187
H 12.168 -28.906 -2.572
H 14.824 -31.263 4.877
H 17.412 -24.286 4.691
H 10.561 -30.348 -0.717
H 12.531 -28.210 4.287
H 16.506 -32.920 -1.204
H 14.795 -30.722 1.305
H 8.277 -31.388 6.773
H 8.110 -32.070 5.172
H 16.457 -36.015 5.324
H 15.595 -27.704 2.036
H 15.647 -25.230 9.063
H 12.727 -23.872 4.242
H 13.177 -24.792 2.851
H 19.320 -23.560 8.406
H 12.862 -27.494 -1.866
H 11.636 -31.144 0.507
H 13.748 -25.614 6.182
H 12.078 -31.246 -1.190
H 13.525 -24.836 10.997
H 13.131 -22.958 2.760
H 14.773 -27.392 -0.372
H 18.066 -32.901 3.554
H 15.841 -30.522 3.714
H 15.381 -25.634 6.826
H 16.195 -31.016 0.312
H 15.477 -34.331 -1.414
H 17.897 -27.536 3.450
H 17.979 -34.676 3.454
H 18.192 -36.034 5.843
H 19.102 -28.092 2.285
H 16.292 -30.461 5.422
H 9.648 -26.870 6.185
H 17.738 -29.151 2.583
H 15.913 -31.966 1.872
H 11.164 -27.896 -1.439
H 14.202 -26.994 7.063
H 15.859 -25.939 -0.293
H 18.239 -27.843 7.891
H 12.447 -29.976 4.763
*
```

Summary:
HOMO level ... -0.3252 Ha
Relative energy (zero: lowest compared OMol25 entry of this formula, charge and spin) ... 0.0 kcal/mol

---

C25H65NO10 | the ωB97M-V functional and the def2-TZVPD basis

Structure (ORCA input):
```
! RIJCOSX wB97M-V def2-TZVPD def2/J DEFGRID3
* xyz 0 1
O -4.966 1.493 -1.945
O 1.005 -2.036 -1.755
O 4.211 -0.518 -0.323
O 0.155 -0.518 0.592
O -1.112 2.222 3.139
O -2.458 -0.416 1.642
O -3.764 -3.845 2.081
O -2.984 0.112 3.970
O 5.483 0.874 -2.421
O 3.990 2.384 -0.607
N 0.540 1.554 -5.923
C -4.417 -0.458 -3.270
C -2.939 -4.953 2.189
C 1.172 -4.340 -1.022
C -2.521 -0.395 5.214
C 1.046 -0.116 1.642
C 0.870 -1.100 2.809
C 2.968 3.331 -1.006
C 0.264 -3.302 -1.596
C 1.325 0.802 -5.161
C -1.485 -4.547 1.954
C -1.415 3.554 3.679
C 4.799 1.156 -3.689
C 3.814 -2.445 1.131
C -0.179 4.337 4.180
C -5.198 0.839 -3.144
C 5.798 1.826 -4.644
C -2.529 1.600 0.198
C -3.290 0.786 1.210
C 0.956 0.430 -3.889
C 1.612 2.835 -0.500
C -0.268 0.925 -3.430
C -1.796 0.673 5.905
C 4.261 -1.963 -0.226
C -1.130 1.628 -4.248
C -0.628 1.935 -5.506
H -1.829 1.607 3.400
H -0.812 0.887 5.426
H -0.525 5.274 4.540
H 4.547 -2.232 1.952
H -3.519 1.414 2.069
H -4.636 -4.014 2.402
H 0.699 -1.376 -1.083
H 0.512 4.495 3.352
H 3.696 -3.550 1.068
H -2.941 -0.517 3.264
H 1.432 1.890 -1.005
H 5.264 -2.284 -0.462
H -3.345 -0.244 -3.294
H 3.853 1.631 -3.467
H -2.929 -5.364 3.192
H 0.280 3.752 4.959
H -2.326 1.647 5.901
H -1.841 4.178 2.946
H -4.178 0.322 0.863
H 4.494 -0.331 -1.236
H 3.580 -2.426 -0.974
H 2.946 3.463 -2.067
H -6.242 0.522 -3.203
H -1.497 0.518 6.943
H 3.500 1.606 -0.266
H -3.335 -0.594 5.911
H 1.658 -0.901 3.550
H -0.506 0.652 -2.327
H -1.481 1.642 0.571
H -1.482 -3.824 1.165
H -2.507 1.105 -0.737
H -0.057 -0.983 3.325
H 0.725 3.441 -0.770
H -0.715 -0.717 0.960
H -0.186 -3.557 -2.546
H 6.459 1.076 -5.163
H -4.755 -0.963 -4.204
H 1.625 -3.996 -0.096
H -3.010 -1.201 1.434
H 4.516 0.101 -4.050
H -3.188 -5.766 1.514
H 2.064 -0.189 1.306
H -4.791 -1.045 -2.463
H -1.263 2.405 -6.230
H -4.896 1.441 -3.995
H -2.106 1.928 -3.963
H -5.642 2.169 -1.963
H 0.751 -5.343 -0.833
H 1.541 -0.286 -3.293
H 2.840 -2.000 1.268
H 2.285 0.564 -5.637
H 5.386 1.498 -1.716
H -2.971 2.647 0.112
H -1.924 -1.301 5.175
H -0.772 -5.340 1.786
H 1.019 -2.118 2.405
H -0.628 -3.147 -0.957
H -1.188 -4.128 2.902
H 0.829 0.887 2.004
H 1.987 -4.600 -1.749
H 5.216 2.255 -5.476
H 3.242 4.308 -0.618
H 1.666 2.743 0.624
H -2.176 3.325 4.408
H 6.397 2.595 -4.088
*
```

Summary:
HOMO level ... -0.3412 Ha
Structure (SMILES) ... c1ccncc1.CCO.CCO.CCO.CCO.CCO.CCO.CCO.CCO.CCO.CCO

---

C25H67NO9 | the ωB97M-V functional and the def2-TZVPD basis

Structure (ORCA input):
```
! RIJCOSX wB97M-V def2-TZVPD def2/J DEFGRID3
* xyz 0 1
O -9.529 -18.653 7.707
O -2.868 -23.456 6.256
O -7.338 -18.491 5.824
O -2.971 -23.974 3.653
O -2.344 -20.252 7.221
O -4.933 -19.277 9.454
O -11.083 -20.968 6.613
O -9.132 -21.624 1.794
O -9.185 -21.784 4.626
N -2.113 -20.570 6.012
C -2.737 -20.420 3.594
C -7.078 -22.840 4.789
C -0.543 -21.036 4.153
C -8.043 -21.820 5.442
C -8.627 -22.881 1.458
C -7.199 -18.752 3.414
C -3.250 -23.527 8.536
C -8.760 -19.448 8.539
C -9.035 -23.349 0.069
C -3.113 -19.993 5.054
C -12.114 -20.786 4.626
C -3.915 -23.657 7.191
C -4.710 -23.868 2.151
C -4.463 -20.521 5.298
C -5.276 -20.386 8.707
C -8.082 -18.377 4.602
C -0.122 -21.866 6.459
C -9.737 -19.944 9.610
C -0.678 -20.696 5.653
C -4.268 -24.440 3.463
C -1.370 -20.041 3.242
C -3.308 -18.440 5.021
C 0.076 -19.387 5.884
C -12.380 -20.653 6.094
C -5.932 -21.356 9.669
H -4.773 -23.027 7.113
H -0.385 -21.906 7.534
H -7.970 -18.897 9.059
H -8.355 -17.346 4.383
H -6.190 -23.050 5.358
H -12.818 -20.219 4.010
H -9.037 -18.904 4.490
H -4.288 -22.886 1.909
H -10.514 -20.633 9.170
H -4.723 -18.570 8.822
H -4.334 -24.684 6.963
H -7.390 -20.986 5.558
H -8.044 -18.442 6.524
H 1.024 -19.330 5.306
H -4.413 -20.858 8.151
H -8.868 -23.727 2.160
H -4.439 -21.640 5.438
H -3.454 -19.923 2.882
H -7.549 -22.719 1.481
H -9.875 -21.348 5.075
H -1.605 -20.256 7.733
H -10.633 -20.249 7.049
H -4.780 -19.945 6.148
H -5.113 -20.383 4.443
H -1.019 -18.995 3.314
H -0.877 -22.078 4.048
H -9.381 -17.727 7.905
H -12.485 -19.637 6.406
H -0.450 -18.513 5.434
H -8.950 -22.566 -0.723
H 0.375 -19.239 6.912
H -10.285 -19.176 10.166
H -6.318 -22.206 9.104
H -9.081 -21.514 2.778
H -5.762 -23.943 1.991
H -11.173 -20.293 4.369
H -1.414 -20.285 2.198
H -8.437 -22.229 6.375
H -4.296 -24.552 1.387
H -6.027 -20.078 8.004
H -10.043 -23.717 0.128
H -2.857 -21.455 3.472
H -0.479 -22.839 6.083
H -6.169 -18.516 3.664
H -6.739 -20.979 10.286
H -2.591 -22.522 6.255
H -12.107 -21.813 4.272
H -4.709 -24.016 4.343
H 0.945 -22.034 6.348
H -2.805 -23.913 4.582
H -2.385 -17.844 4.929
H -6.811 -22.637 3.771
H -7.519 -18.203 2.488
H -4.304 -25.525 3.576
H -2.670 -22.614 8.589
H -7.497 -23.790 4.645
H -2.471 -24.293 8.719
H -3.989 -18.082 4.280
H -5.244 -21.706 10.389
H -3.976 -23.536 9.377
H -8.434 -24.227 -0.266
H -7.420 -19.829 3.164
H -3.747 -18.173 5.937
H -8.424 -20.341 7.923
H -9.191 -20.615 10.325
H -13.133 -21.245 6.576
H 0.486 -20.961 3.788
*
```

Summary:
HOMO level ... -0.2867 Ha
Structure (SMILES) ... CC1(C)CCCC(C)(C)N1O.CCO.CCO.CCO.CCO.CCO.CCO.CCO.CCO
Relative energy (zero: lowest compared OMol25 entry of this formula, charge and spin) ... 110.0 kcal/mol

---

C25H68N6O11 | the ωB97M-V functional and the def2-TZVPD basis

Structure (ORCA input):
```
! RIJCOSX wB97M-V def2-TZVPD def2/J DEFGRID3
* xyz 0 1
O 14.414 15.105 17.970
O 15.719 11.720 21.349
O 6.836 7.812 17.423
O 11.511 5.760 20.898
O 7.710 11.005 13.723
O 6.657 7.743 10.293
O 10.253 10.260 19.844
O 14.952 9.508 15.709
O 11.287 8.626 16.427
O 9.901 8.043 13.441
O 13.506 6.503 16.583
N 14.495 12.410 18.650
N 7.430 9.548 16.094
N 10.443 7.367 18.735
N 13.055 8.078 13.865
N 5.730 10.031 11.916
N 8.482 7.443 15.829
C 15.237 15.969 17.228
C 8.817 11.887 14.098
C 10.362 5.331 20.165
C 9.459 8.041 19.518
C 14.113 9.008 13.451
C 16.004 9.595 16.640
C 9.235 9.526 19.194
C 6.432 11.604 13.681
C 7.061 7.066 9.142
C 12.731 5.291 20.306
C 9.988 11.642 19.809
C 7.544 8.227 16.541
C 13.838 14.164 17.110
C 15.339 10.846 20.300
C 5.345 8.162 10.269
C 15.332 9.088 14.405
C 10.859 7.044 13.188
C 10.248 5.958 18.747
C 5.435 10.530 13.240
C 5.011 8.792 11.589
C 17.058 11.602 21.772
C 8.713 7.774 12.718
C 12.183 7.646 12.743
C 14.083 11.368 19.574
C 13.335 13.068 18.062
H 9.663 11.936 18.753
H 13.647 9.979 13.329
H 15.146 9.888 20.781
H 13.954 7.348 16.835
H 15.635 10.157 17.433
H 6.414 9.736 16.099
H 7.843 9.709 15.167
H 17.218 12.269 22.585
H 8.147 8.713 12.733
H 16.027 9.801 13.999
H 13.017 14.589 16.512
H 11.995 9.163 16.856
H 12.767 13.558 18.876
H 10.979 8.044 17.170
H 9.091 7.933 15.200
H 9.191 9.687 18.168
H 6.289 6.289 8.894
H 10.918 12.163 20.002
H 8.529 7.508 19.491
H 13.537 5.431 21.075
H 16.163 8.548 17.063
H 17.231 10.551 22.106
H 9.256 5.735 18.413
H 11.956 8.483 12.064
H 9.766 7.919 20.573
H 13.560 10.589 18.940
H 12.553 8.354 14.676
H 12.799 12.299 17.494
H 5.121 8.073 12.473
H 14.495 8.631 12.517
H 13.328 11.707 20.273
H 10.544 6.397 12.360
H 6.700 9.801 11.902
H 6.103 11.925 14.637
H 14.562 13.791 16.312
H 11.001 5.503 18.078
H 5.183 8.822 9.423
H 3.961 8.991 11.653
H 12.729 4.286 19.887
H 7.299 7.775 8.296
H 8.620 12.842 13.650
H 8.217 6.986 13.176
H 8.875 11.965 15.175
H 12.914 5.865 19.410
H 9.680 11.372 13.668
H 16.099 10.676 19.569
H 9.264 11.897 20.624
H 14.610 16.691 16.651
H 15.827 16.548 18.009
H 15.915 8.175 14.515
H 9.472 5.487 20.767
H 11.096 6.436 14.088
H 12.704 6.910 12.159
H 5.333 9.718 14.007
H 17.822 11.772 20.983
H 8.022 6.642 9.382
H 4.615 7.403 10.092
H 17.030 9.950 16.327
H 10.361 4.288 20.021
H 6.420 12.435 12.968
H 8.224 9.633 19.577
H 8.464 6.395 15.872
H 15.110 13.119 19.064
H 12.967 6.709 15.818
H 11.329 7.457 19.160
H 4.474 11.072 13.300
H 15.892 15.443 16.529
H 8.896 7.628 11.592
*
```

Summary:
HOMO level ... -0.3137 Ha
Structure (SMILES) ... COCCNCCOC.COCCNCCOC.COCCNCCOC.COCCNCCOC.NC(N)=O.O.O
Relative energy (zero: lowest compared OMol25 entry of this formula, charge and spin) ... 23.0 kcal/mol

---

no.,gap between HOMO and LUMO (Ha)
1,0.3270
2,0.3532
3,0.2964
4,0.3369